Molecular formula: C26H42F2N3O3Si
Method: DFT, ωB97M-V/def2-TZVPD

total charge: +1
LUMO level: -4.29 eV
Kohn-Sham gap: 5.73 eV
E_HOMO: -10.021 eV
energy: -1894.9075 hartree

```
77
Properties=species:S:1:pos:R:3:forces:R:3
Si 1.383508 -0.876723 2.080616 0.4 0.3 -0.3
F -3.100136 -3.169147 1.476972 0.0 0.3 0.1
F -2.604075 -1.461294 2.700688 0.2 0.4 -0.5
O -2.404649 -1.355133 0.419171 0.0 1.5 1.1
O -2.848316 4.604340 2.903881 0.6 0.4 -0.3
O -4.575581 -0.673348 0.741077 1.4 0.5 -0.1
N -1.980287 3.534011 -0.129751 0.0 0.1 -0.5
N 1.293752 -2.578667 -3.401660 0.3 0.2 0.2
N -2.805677 1.383152 2.687650 -0.6 0.7 -0.4
C -1.410091 5.482830 4.739782 0.4 -0.6 -0.4
C 2.283467 -1.986705 -5.687648 0.2 0.0 0.0
C -2.778480 1.502004 -0.992305 -0.1 -0.5 0.4
C -1.075772 -2.907493 -2.731540 -0.1 -0.1 0.0
C -1.720457 3.988077 2.325185 0.5 -0.6 -0.5
C 3.555959 2.156605 -0.775258 0.1 0.2 0.0
C -2.109799 3.125379 1.130331 0.0 0.1 1.7
C 1.640689 -3.984220 -3.252231 -0.2 -0.3 0.1
C -0.810510 -2.750269 1.763154 0.7 1.1 -0.1
C 0.261692 0.209364 3.148692 0.6 0.0 -0.5
C -2.408412 5.780901 3.601304 0.2 0.7 1.1
C 3.525020 0.809836 -1.096400 0.3 -0.5 -0.9
C -2.610682 1.853209 1.405510 -0.6 -0.7 -0.6
C 2.365814 1.647499 1.227010 -0.2 0.5 0.2
C -2.311014 2.778105 -1.176883 -0.1 -0.1 -1.1
C 2.912380 -0.133488 -0.290704 -0.3 0.2 0.7
C 2.563951 -1.857249 3.188895 -0.5 -0.3 -0.2
C 1.378880 -4.918382 -4.438934 0.1 -0.1 0.0
C 2.980992 2.589283 0.411612 0.0 0.0 -0.3
C -0.094119 -2.298986 -3.722201 -0.1 -0.1 0.0
C -3.425065 -0.404435 0.537093 -0.8 -0.5 -0.3
C 2.305825 0.291556 0.899035 -0.2 -0.2 0.5
C 2.235294 -1.778506 -4.170602 0.0 0.2 -0.1
C 0.366679 -2.067927 0.985143 0.2 -0.4 0.5
C -2.925613 1.019675 0.302966 0.3 -0.2 0.0
C -2.218172 -2.125456 1.578661 -0.1 -2.5 -0.1
H -0.313127 0.848220 2.464993 -0.2 -0.3 0.3
H -0.852598 -2.593724 -1.710698 0.1 0.0 0.0
H 2.004718 -0.723632 -3.981775 -0.1 0.0 0.0
H -0.362198 -2.630243 -4.736092 -0.1 0.0 0.0
H 4.048064 2.847971 -1.457754 -0.1 -0.1 0.2
H -1.955027 6.496147 2.893681 -0.2 -0.3 0.0
H -0.582062 -2.640915 2.836060 -0.4 -0.2 -0.2
H -0.839601 -3.829310 1.582603 -0.4 0.4 -0.3
H -1.652884 4.511881 5.202051 -0.1 0.4 0.1
H 2.143035 -4.820448 -5.208331 -0.1 0.0 -0.1
H 1.080139 -2.873244 0.731599 -0.2 0.3 -0.1
H 0.084555 -1.609488 0.030059 -0.1 -0.1 0.3
H -3.024813 0.878049 -1.849345 0.1 0.2 0.2
H 0.402821 -4.750277 -4.896333 0.0 0.0 0.0
H -1.627197 4.463190 -0.340610 0.0 0.0 0.3
H 2.790706 -2.912682 -5.953319 -0.1 0.0 0.0
H 3.972731 0.488141 -2.037898 0.0 0.1 0.2
H 3.217960 -2.511340 2.594357 0.0 0.3 0.2
H -2.885321 2.122350 3.377121 0.0 -0.2 0.0
H -1.071184 -3.997493 -2.768683 0.0 0.0 0.0
H -3.632698 0.792723 2.714013 0.3 -0.2 0.4
H -1.389825 6.265250 5.505281 -0.2 -0.2 -0.2
H 1.403710 -5.956215 -4.100033 0.0 0.0 0.0
H 1.098045 -4.378394 -2.387657 -0.1 0.1 0.0
H 1.902987 2.030774 2.138644 0.1 -0.3 -0.1
H 2.847595 -1.173387 -6.149656 0.0 0.0 0.0
H 0.876584 0.896697 3.749986 -0.2 -0.4 0.1
H -3.273089 6.273327 4.062834 -0.1 -0.4 -0.5
H -2.209916 3.181990 -2.181501 0.1 0.2 0.4
H -0.374352 5.375256 4.376219 -0.3 0.1 0.0
H 1.961341 -2.527312 3.828350 0.2 0.2 -0.1
H 3.161962 -1.209009 3.841338 -0.1 -0.2 -0.2
H 2.875323 -1.192417 -0.546828 0.1 0.3 -0.2
H 2.991332 3.646540 0.677199 0.0 -0.3 0.0
H 3.240376 -1.923097 -3.762735 -0.1 -0.1 0.1
H -1.253720 3.286333 3.042292 0.1 0.3 -0.2
H 2.693140 -4.062258 -2.966827 0.0 0.2 -0.1
H -2.089654 -2.579609 -2.970345 0.0 0.0 0.0
H 1.290521 -1.988927 -6.138292 0.0 0.0 0.0
H -0.240659 -1.213897 -3.703392 0.2 0.0 -0.1
H -0.371841 -0.431892 3.771220 -0.1 0.5 0.0
H -0.922871 4.695976 2.039894 -0.4 0.0 0.0
```
Positions in Å, forces in eV/Å.

=====

Molecular formula: C26H42N3O6Si2
Method: DFT, ωB97M-V/def2-TZVPD

energy above the lowest of the compared OMol25 structures with the same formula, charge and spin: 0.0 kcal per mole
total charge: +1
LUMO level: -4.68 eV
Kohn-Sham gap: 6.89 eV
E_HOMO: -11.561 eV
energy: -2210.5603 hartree

```
79
Properties=species:S:1:pos:R:3:forces:R:3
Si 6.732775 -1.570094 -4.439283 0.2 0.1 -0.4
Si 4.702209 -1.132020 -2.147437 -0.2 0.3 0.0
O -6.225590 -1.189189 0.116424 0.3 0.5 0.4
O -6.129252 -3.265018 0.958514 0.3 -0.2 0.0
O 5.825986 -1.860499 -3.086172 0.0 -0.1 0.1
O -3.387703 -1.658485 2.209009 -0.4 0.2 0.1
O -2.736098 -0.783056 0.244881 0.3 0.9 0.2
O -4.360437 2.727473 5.754448 -0.3 -0.2 0.1
N 0.986756 0.106076 3.389510 0.0 0.0 -0.1
N 0.137614 -1.120613 -0.839017 -0.3 0.1 0.7
N -4.726830 3.260558 3.585174 0.5 -1.0 -0.7
C -2.564762 2.174772 4.354771 0.7 0.0 0.2
C 5.611335 -1.251666 -5.900247 -0.1 0.0 0.2
C 3.189695 -0.712187 -3.161960 0.1 0.0 0.0
C -2.666277 0.728783 3.850314 0.3 0.3 0.2
C -1.375132 0.223120 3.270698 0.2 0.1 0.0
C 5.393322 0.443562 -1.409032 0.0 -0.1 0.0
C 7.807621 -3.042556 -4.805813 -0.1 -0.1 0.2
C 4.184478 -2.255057 -0.743349 0.1 -0.1 -0.1
C -1.303261 -0.608209 2.151888 0.5 -0.1 -0.3
C -3.931366 2.753279 4.633296 -0.1 0.4 0.3
C -4.299099 3.112932 -0.101859 0.2 0.2 0.2
C -3.066258 4.271587 2.103427 0.0 -0.1 -0.2
C -0.074908 -1.060256 1.639135 -0.1 0.1 0.4
C -6.859609 -1.500906 2.392532 -0.1 0.0 0.1
C -0.176088 0.564100 3.871021 0.0 0.0 -0.1
C -3.171265 3.904192 -0.282361 -0.2 -0.1 0.2
C -2.560245 4.479916 0.828402 -0.1 -0.1 -0.1
C -5.011015 -1.260595 -0.617885 -0.2 -0.2 -0.4
C -4.174817 3.447631 2.287628 0.0 0.1 0.0
C 0.054854 -1.915175 0.407612 0.2 0.5 -0.7
C 7.817358 -0.072025 -4.167677 -0.1 0.0 0.1
C -4.786974 2.871599 1.177649 0.1 0.2 -0.1
C 1.073841 -0.683601 2.308463 -0.3 0.1 -0.1
C -4.025659 -0.214656 -0.116866 -0.3 -0.3 -0.4
C -2.593219 -1.069475 1.538862 -0.1 -0.6 0.0
C -6.360554 -2.108801 1.128161 -0.2 -0.2 -0.2
H -0.111002 1.193446 4.742232 0.0 0.1 0.1
H -5.252002 -1.071029 -1.659044 -0.1 0.0 -0.1
H 8.402120 -2.840391 -5.698817 0.0 0.0 0.0
H 2.809108 -1.595301 -3.678317 0.0 0.0 0.0
H 7.213250 -3.938928 -4.992136 0.0 0.0 0.0
H -3.462543 0.620773 3.122927 -0.2 -0.1 0.0
H 0.974151 -2.490084 0.477761 0.0 -0.3 0.1
H -3.805453 0.513516 -0.890082 0.2 0.0 0.0
H 1.842584 0.371345 3.859324 0.0 0.0 0.1
H -7.888900 -1.173466 2.266398 -0.1 0.1 0.0
H 4.888813 -2.060939 -6.025024 0.0 0.0 0.0
H 8.413407 -0.178140 -3.258750 0.0 0.0 0.0
H 3.427484 -1.745260 -0.138377 0.0 0.0 0.0
H -0.797915 -2.578874 0.319981 0.0 -0.3 0.1
H 2.059177 -0.987096 1.992252 0.1 -0.1 0.0
H -1.703865 5.121740 0.687369 0.1 0.1 0.0
H 4.686778 0.877734 -0.696381 0.0 0.0 0.0
H -6.809949 -2.235326 3.185755 0.0 -0.1 0.1
H -4.805526 2.691229 -0.956684 -0.1 0.0 -0.1
H 3.752524 -3.186372 -1.114023 0.0 0.0 0.0
H 5.027333 -2.506400 -0.096841 0.0 0.0 0.0
H 8.494463 -3.254923 -3.984432 0.0 0.0 0.0
H 5.055099 -0.319206 -5.784217 0.0 0.0 0.0
H -2.603964 4.751805 2.953231 0.0 0.1 0.1
H -5.540946 2.660138 3.514763 -0.5 0.5 0.4
H -0.806625 -0.862814 -1.101601 0.0 0.0 -0.2
H -2.871215 0.112267 4.723380 -0.4 -0.3 -0.1
H -2.086669 2.162052 5.329956 0.1 0.1 0.1
H -1.943171 2.775213 3.696904 -0.2 0.1 -0.2
H -6.253928 -0.638176 2.656898 0.0 0.1 0.0
H 2.393119 -0.326979 -2.521814 0.0 0.0 0.0
H -5.674419 2.262999 1.294257 -0.1 0.0 0.1
H 6.199953 -1.178255 -6.816545 0.0 0.0 0.0
H -4.448643 0.333818 0.720795 0.1 -0.2 0.2
H 6.330635 0.252008 -0.882699 0.0 0.0 0.0
H -4.580772 -2.256970 -0.562608 0.0 -0.1 0.1
H 8.501219 0.055215 -5.008823 0.0 0.0 0.0
H 3.418634 0.048270 -3.910604 0.0 0.0 0.0
H 0.585195 -0.236639 -0.617210 0.2 0.0 -0.3
H 7.225157 0.841045 -4.076647 0.0 0.0 0.0
H 5.588291 1.189436 -2.181302 0.0 0.0 0.0
H -2.792410 4.092080 -1.274066 0.1 0.0 -0.1
```
Positions in Å, forces in eV/Å.

=====

Molecular formula: C26H42N5O6
Method: DFT, ωB97M-V/def2-TZVPD

total charge: +1
LUMO level: -4.57 eV
Kohn-Sham gap: 5.86 eV
E_HOMO: -10.423 eV
energy: -1740.9611 hartree

```
79
Properties=species:S:1:pos:R:3:forces:R:3
O -4.730214 2.227072 -1.746385 0.1 -0.1 0.0
O -0.349058 -4.553841 4.632610 1.1 -1.1 -0.2
O -0.103334 -1.802277 -3.502058 0.0 0.0 0.1
O 1.263889 0.698508 -0.156404 0.1 0.0 0.0
O 0.602825 -6.328863 5.636746 0.5 0.6 -0.5
O -1.461290 4.983818 -3.367520 -0.1 0.0 0.0
N -6.294657 3.184388 -3.031315 0.2 0.0 -0.1
N 1.786537 -1.914085 -4.695221 0.1 -0.1 0.3
N -0.821165 -0.004201 -0.564057 0.1 0.3 -0.2
N 4.024822 -4.534270 2.333315 0.3 0.0 -0.5
N 0.644652 5.613298 -2.943363 -0.2 0.2 0.1
C 0.243175 0.780924 -0.837645 0.1 -0.1 0.2
C 0.124669 1.741097 -1.993560 0.1 0.1 0.0
C 0.604544 -5.278956 4.758682 -1.5 1.3 0.3
C 1.174858 -1.890061 6.809923 0.3 -0.3 0.5
C -1.196432 7.075763 -2.236555 -0.1 0.0 0.0
C 1.682047 -2.393584 5.621932 0.0 -0.4 0.7
C -6.839237 3.797261 -4.228365 -0.3 -0.1 0.4
C 1.187352 -1.873557 4.447204 0.4 -0.2 -0.6
C 0.239859 -0.862148 4.413575 -0.2 0.4 -0.8
C -0.188228 -0.347970 3.048692 0.3 -0.8 0.1
C 1.700709 6.471952 -2.439461 0.1 -0.5 -0.2
C -0.698808 5.811860 -2.892822 -0.1 -0.2 -0.1
C -4.045816 2.839493 -3.954891 -0.1 0.0 0.0
C 2.762579 -3.479926 5.685300 0.4 1.0 -1.0
C 3.050276 -5.305004 1.870328 -0.6 -0.7 -0.9
C 2.876880 -4.161217 4.329023 -1.2 -0.4 1.9
C -2.104088 -0.056475 -1.247123 0.0 -0.4 0.5
C -0.248186 -0.363556 5.602962 -0.1 0.1 0.0
C 3.177946 -2.233382 -4.956185 -0.3 0.2 -0.4
C 1.773730 -2.793381 -2.401868 0.0 -0.1 0.1
C 0.223453 -0.900653 6.787686 -0.5 0.6 0.7
C 1.068609 -2.133525 -3.563240 -0.2 0.2 -0.2
C -5.034638 2.720641 -2.822592 0.1 -0.1 0.2
C 1.829944 -5.003251 3.895901 0.9 -0.4 -0.1
C 3.963382 -3.956449 3.543580 0.7 0.2 -0.5
C 1.953320 -5.572525 2.632151 -1.2 -0.2 0.9
H -0.166267 -0.529599 7.734276 0.1 0.0 -0.2
H 3.716317 -2.954766 5.850871 -0.2 -0.3 0.2
H -6.097276 3.863664 -5.016765 0.0 0.0 0.1
H 1.516752 -2.259395 7.775836 0.0 0.0 -0.2
H -0.672148 -0.620340 0.218082 0.0 0.0 0.0
H 1.070838 -2.896788 -1.579220 -0.1 0.1 -0.1
H 3.648186 -2.705113 -4.099892 -0.1 0.0 0.0
H 1.055124 2.296119 -2.085901 0.0 -0.1 0.1
H 1.153030 -6.222756 2.289247 0.3 0.1 -0.3
H 1.253473 -1.470991 -5.427318 0.0 0.0 0.0
H -2.251227 -1.068655 -1.626350 -0.1 0.1 -0.2
H 2.288592 5.919328 -1.704426 0.1 0.2 0.1
H -0.819889 7.952463 -2.765143 0.1 0.0 0.1
H -7.684398 3.202858 -4.580095 0.0 0.1 -0.2
H -1.263510 -0.163104 2.972855 0.2 0.3 0.2
H 3.093850 -5.744232 0.877280 0.5 0.3 0.1
H -6.900427 3.073189 -2.233605 0.0 0.0 0.0
H -0.984513 0.436102 5.600179 0.1 -0.2 0.1
H -0.884897 7.109771 -1.191792 0.1 0.1 0.0
H -7.194699 4.800061 -3.985121 0.0 0.0 -0.2
H -4.394777 2.276723 -4.822664 0.0 0.1 -0.1
H 0.421693 0.509229 2.741811 -0.4 0.0 0.0
H 1.301668 7.367685 -1.975960 -0.1 0.0 0.0
H 3.714681 -1.314939 -5.198842 0.2 -0.1 0.0
H -0.050240 1.194134 -2.921439 -0.1 0.0 0.0
H -3.091535 2.430078 -3.637790 0.0 0.1 0.1
H -2.281787 7.088226 -2.274506 0.0 -0.1 0.0
H 2.611808 -2.179049 -2.068562 0.1 -0.1 0.0
H 2.127572 -3.786126 -2.687474 0.1 0.0 0.0
H 4.812327 -3.341720 3.825811 -0.2 -0.1 0.0
H 0.905226 4.750815 -3.394954 0.0 0.0 0.0
H -3.898536 3.886209 -4.221291 0.1 0.0 -0.1
H 3.234097 -2.907299 -5.812552 0.2 0.0 0.1
H 0.035872 -1.163424 2.344639 -0.1 0.4 0.0
H 1.532228 -2.248101 3.482913 0.0 0.1 0.2
H 1.158265 -6.107055 6.399502 0.0 -0.3 0.0
H 4.822925 -4.397021 1.722897 0.1 0.2 0.2
H -0.687518 2.449608 -1.821827 -0.1 0.0 -0.2
H -2.890081 0.171951 -0.527295 -0.1 0.1 -0.2
H 2.353356 6.756582 -3.266490 0.1 0.2 0.1
H -2.156069 0.646563 -2.069355 0.0 0.0 0.1
H 2.626090 -4.175628 6.519740 -0.1 0.0 -0.2
```
Positions in Å, forces in eV/Å.

=====

Question: The lowest LUMO level belongs to which entry?
Answer: C26H42N3O6Si2

=====

Question: What is the formula in the second record?
Answer: C26H42N3O6Si2